{"formula": "C4H6ClNS", "method": "wB97M-V/def2-TZVPD", "charge": 0, "relative_energy_kcal_mol": 27.0, "homo_lumo_gap_ev": [5.76, 7.35], "mol_weight_g_mol": 135.619, "fmax_ev_per_a": 10.6, "spin_multiplicity": 3, "total_energy_ev": -29087.952, "species": ["N", "H", "C", "S", "H", "H", "C", "Cl", "H", "H", "H", "C", "C"], "positions_angstrom": [[2.65, -1.27, 0.25], [0.59, 1.04, 1.37], [0.94, -0.24, -1.33], [2.78, -0.24, -0.99], [0.69, 0.75, -1.72], [-0.61, -1.45, -0.20], [1.53, -1.59, 0.72], [1.17, -2.68, 2.00], [0.73, -0.91, -2.23], [-0.43, -0.22, 1.85], [-1.21, 0.91, 0.78], [0.23, -0.79, -0.03], [-0.19, 0.31, 0.96]], "lowdin_charge": [-0.43, 0.10, -0.38, 1.00, 0.07, 0.11, -0.88, 0.66, 0.09, 0.02, 0.12, -0.35, -0.13]}

{"formula": "C25H39AuNO3P2S", "method": "wB97M-V/def2-TZVPD", "charge": 1, "homo_lumo_gap_ev": 6.71, "mol_weight_g_mol": 692.573, "fmax_ev_per_a": 0.6, "spin_multiplicity": 1, "total_energy_ev": -67291.725, "species": ["C", "H", "H", "H", "O", "C", "H", "C", "H", "C", "C", "H", "C", "H", "H", "H", "H", "C", "H", "H", "H", "C", "H", "H", "H", "H", "H", "C", "C", "C", "H", "H", "H", "H", "H", "H", "O", "C", "P", "C", "H", "H", "Au", "C", "H", "H", "H", "H", "H", "C", "H", "P", "C", "C", "H", "H", "C", "H", "C", "C", "C", "H", "O", "C", "H", "C", "C", "N", "C", "H", "S", "H"], "positions_angstrom": [[-1.61, -3.22, 3.44], [-1.02, -1.01, -4.70], [-0.88, -4.12, -0.04], [-0.69, -2.98, 5.37], [-0.10, 2.51, 0.12], [-1.40, -3.53, -0.79], [0.90, -1.29, 4.57], [3.81, 0.05, 0.61], [-3.62, 3.28, -2.73], [-2.79, -3.45, -2.77], [-1.62, -2.84, 2.11], [-0.16, 5.21, -0.23], [0.21, -1.74, 3.87], [1.64, -0.08, -3.91], [-4.78, 1.74, -1.05], [-2.18, 2.75, -3.59], [-3.37, -3.95, -3.52], [-0.70, -1.91, 1.63], [4.35, 0.51, 1.45], [1.54, 5.45, -0.72], [-2.35, -3.93, 3.79], [-2.12, -4.17, -1.78], [-1.92, 0.51, -4.85], [-3.54, 0.78, -2.96], [0.85, -1.22, -2.82], [-2.37, -3.25, 1.45], [-2.17, -5.25, -1.78], [-2.65, -2.07, -2.78], [1.67, 1.12, 3.21], [1.89, 2.54, 2.70], [2.52, -2.69, 2.37], [2.75, 2.61, 2.03], [3.85, -1.62, 2.83], [4.55, -0.53, 0.04], [-3.30, 1.82, -0.09], [-3.12, -1.50, -3.57], [0.51, 3.23, -2.13], [-0.69, -2.69, 4.33], [1.27, -0.06, 1.86], [2.73, -0.91, 1.11], [3.99, -2.62, 1.40], [1.01, 2.90, 2.18], [-0.28, 0.47, 0.10], [-3.81, 1.27, -0.88], [-0.28, 0.39, -5.47], [2.88, 1.30, 4.97], [1.17, 4.84, 0.92], [-3.98, 0.25, -0.54], [3.79, 0.78, 3.56], [-0.33, 0.54, -3.34], [2.08, 3.19, 3.56], [-1.48, 0.32, -1.92], [-1.90, -1.42, -1.81], [3.30, -2.02, 1.99], [3.42, 0.83, -0.02], [-0.16, 1.62, -3.38], [-1.32, -2.14, -0.75], [0.76, 1.10, 3.81], [2.84, 0.66, 4.09], [0.99, -0.16, -3.04], [-2.99, 1.31, -2.17], [2.76, -0.37, 4.42], [2.25, 2.65, -0.50], [0.21, -1.35, 2.54], [1.52, 0.32, -2.21], [-0.94, 0.07, -4.66], [-2.69, 2.73, -2.63], [-0.65, -1.48, 0.29], [0.86, 4.85, -0.12], [2.26, -1.38, 0.23], [0.94, 3.21, -0.76], [-2.06, 3.25, -1.91]], "lowdin_charge": [-0.05, 0.08, 0.12, 0.11, -0.55, -0.03, 0.10, -0.09, 0.09, -0.07, -0.02, 0.08, -0.08, 0.09, 0.09, 0.08, 0.11, -0.30, 0.07, 0.08, 0.12, -0.05, 0.08, 0.11, 0.08, 0.11, 0.12, -0.08, -0.50, -0.11, 0.07, 0.08, 0.07, 0.09, 0.08, 0.11, -0.31, -0.07, 1.05, -0.51, 0.09, 0.05, 1.06, -0.10, 0.09, 0.09, 0.06, 0.07, 0.08, -0.52, 0.09, 1.02, -0.30, -0.09, 0.04, 0.08, -0.30, 0.12, -0.09, -0.10, -0.52, 0.06, -0.33, -0.32, 0.05, -0.09, -0.09, -0.14, -0.11, 0.10, 0.42, 0.07]}